No. 1
This record from the OMol25 dataset describes a 2-piece molecular cluster, C5H15NOS overall. The level of theory is the ωB97M-V functional and the def2-TZVPD basis.

Structure (XYZ):
```
23
C5H15NOS, DFT the ωB97M-V functional and the def2-TZVPD basis
S 2.1348 -2.8393 0.7719
O -2.9829 4.8789 4.1103
N 0.7683 -0.2415 -2.1444
C -0.1589 0.8298 -1.6347
C -2.4291 0.7844 -0.5249
C 1.2109 -1.4302 0.0829
C 1.7407 -0.6202 -1.1363
C -1.6050 0.3289 -1.7308
H 2.3462 -2.0903 1.8556
H 0.2799 -0.9607 -2.6431
H 0.1668 1.1252 -0.6377
H -2.4292 5.2102 3.4119
H -2.3583 4.6263 4.8079
H 2.4840 -1.2485 -1.6444
H -0.0600 1.7415 -2.2232
H -2.1855 1.8669 -0.4336
H -3.4899 0.7387 -0.7706
H 0.2320 -1.8215 -0.2516
H -1.6581 -0.7605 -1.7079
H -2.1468 0.2792 0.4052
H -2.0485 0.8304 -2.5945
H 0.8651 -0.7581 0.8778
H 2.2831 0.2061 -0.6900
```

Its HOMO-LUMO gap is 9.195 eV. As for the energy relative to the best compared isomer or geometry (same formula, charge and spin): 136.8 kJ/mol.

***

No. 2
This record from the OMol25 dataset describes an isolated ion of composition C6H6N and charge +1. The level of theory is the ωB97M-V functional and the def2-TZVPD basis.

Structure (XYZ):
```
13
C6H6N, DFT the ωB97M-V functional and the def2-TZVPD basis
N -0.5447 0.4318 0.0029
C -1.9941 0.6570 0.0582
C -0.0089 -1.0150 -0.0046
C 2.7056 -0.3114 0.0957
C 0.2463 1.4419 -0.0129
C 1.7418 0.6770 -0.0363
C 1.3852 -0.7210 -0.0294
H -0.3956 -1.5446 0.7360
H -2.2961 0.4372 1.0913
H -1.9975 1.6911 -0.1154
H -0.2469 -1.3129 -0.9244
H -2.3415 0.0605 -0.8161
H 3.7463 -0.4919 -0.0449
```

Its HOMO-LUMO gap is 8.786 eV. As for the net charge: +1. As for the energy relative to the best compared isomer or geometry (same formula, charge and spin): 458.4 kJ/mol.

***

No. 3
This record from the OMol25 dataset describes a 2-piece molecular cluster, C9H14 overall. The level of theory is the ωB97M-V functional and the def2-TZVPD basis.

Structure (XYZ):
```
23
C9H14, DFT the ωB97M-V functional and the def2-TZVPD basis
C -0.8952 -1.2105 -0.9564
C 1.3309 2.8089 0.2326
C -3.0421 -1.1320 0.3921
C 0.4803 -1.3423 -1.0477
C -1.5362 -1.1924 0.2787
C 1.8569 2.2322 -1.0980
C 0.5872 -1.5665 1.3295
C 1.2270 -1.5504 0.0992
C -0.7792 -1.3867 1.4416
H 1.7583 1.1411 -1.0953
H -1.2967 -1.4844 2.3902
H -3.4297 -2.1493 0.3459
H 1.1820 -1.6619 2.2259
H 2.3012 -1.6450 0.0837
H -3.3636 -0.6497 1.3128
H 0.9988 3.8398 0.0715
H 2.0929 2.8463 1.0054
H -3.4890 -0.6569 -0.4815
H 1.2065 2.5752 -1.9082
H 0.5190 2.1618 0.5683
H 0.9585 -1.2254 -2.0130
H -1.5550 -1.2337 -1.8127
H 2.8871 2.4819 -1.3646
```

Its HOMO-LUMO gap is 10.077 eV. As for the energy relative to the best compared isomer or geometry (same formula, charge and spin): 24.9 kJ/mol.

***

No. 4
This record from the OMol25 dataset describes C17H28NO2P2Sm as an isolated structure. The level of theory is the ωB97M-V functional and the def2-TZVPD basis.

Structure (XYZ):
```
51
C17H28NO2P2Sm, DFT the ωB97M-V functional and the def2-TZVPD basis
Sm 0.6489 -0.5420 0.8802
P 1.7637 1.1177 -1.7887
P -1.2143 -0.8105 2.9479
O 1.8277 6.2999 1.8272
O 2.4735 0.3366 1.3052
N -1.2604 0.7349 0.0388
C -1.1925 1.6309 -0.9815
C -1.6709 -2.3285 3.8371
C -3.5863 1.2744 0.3266
C 2.2397 -4.4015 -1.2150
C -2.4549 0.5551 0.6790
C 2.2119 -3.1729 -0.5156
C -1.4963 0.5162 4.1669
C 0.0916 1.8999 -1.7786
C 0.0729 -3.9085 -2.2010
C 1.1726 -4.7588 -2.0505
C 1.8806 -0.1625 -3.0459
C 1.0955 -2.3839 -0.6664
C 0.0318 -2.6844 -1.4945
C -2.3039 2.3827 -1.3435
C 2.9543 2.4226 -2.1902
C -3.5170 2.2307 -0.6801
C -2.6200 -0.5290 1.7498
H 2.5148 -0.9806 -2.6831
H 0.8900 -0.5814 -3.2657
H 0.3389 2.9479 -1.6175
H -2.0071 -3.1034 3.1358
H 2.4151 0.7732 -0.5612
H -3.4820 -0.2586 2.3811
H -1.6110 1.4828 3.6580
H -0.7651 -2.6893 4.3444
H -0.2055 1.8324 -2.8436
H -0.8217 -2.0062 -1.6202
H 1.0004 6.0880 1.3621
H -0.7580 -4.1812 -2.8581
H 1.1972 -5.7113 -2.5898
H 3.3091 0.6630 1.6682
H 3.0527 -2.8738 0.1214
H 2.1243 5.4541 2.1779
H -2.1892 3.0981 -2.1573
H -2.3855 0.3188 4.7811
H -4.5162 1.0572 0.8552
H 2.3177 0.2326 -3.9768
H 2.7312 3.3033 -1.5722
H 3.0960 -5.0701 -1.0991
H 3.9576 2.0635 -1.9199
H -4.3897 2.8234 -0.9543
H -0.6109 0.5642 4.8170
H -2.4476 -2.1498 4.5918
H -2.8479 -1.5037 1.2725
H 2.9439 2.6876 -3.2549
```

As for the spin multiplicity: 6. Its HOMO-LUMO gap (spin up / spin down) is 7.313 / 7.381 eV. Its expectation value of S² is 8.778. As for the net charge: +2.

***

No. 5
This record from the OMol25 dataset describes a 5-piece molecular cluster, C24H27F32IO10P2 overall. The level of theory is the ωB97M-V functional and the def2-TZVPD basis.

Structure (XYZ):
```
96
C24H27F32IO10P2, DFT the ωB97M-V functional and the def2-TZVPD basis
I -3.5920 2.3401 2.3355
P -1.9676 1.4934 0.6231
P -1.1662 2.1528 -2.0798
F -5.2925 -7.9239 -2.5950
F -3.0581 1.9284 7.5805
F -6.7458 -3.2577 0.1698
F 1.4360 1.5040 4.4744
F 1.5425 2.4247 7.0725
F -3.7848 -3.7438 -1.7482
F 6.5796 3.4923 -6.7377
F -1.7916 3.8785 6.0415
F -2.7090 -7.3977 -1.7858
F -0.9488 -4.2597 4.7524
F -1.0787 -2.5199 1.3662
F -3.8648 -3.6029 6.6884
F 8.1392 -2.3148 -5.1521
F -0.5569 -1.7431 3.9611
F 9.2615 -0.2676 -3.5438
F -2.2400 -3.7216 2.7503
F -5.2743 -4.8123 0.5046
F 2.5810 3.7140 5.6621
F -4.6439 -5.9008 -3.0605
F 7.1832 0.0652 -4.0579
F 4.8495 1.4484 -7.3974
F -3.7774 -3.6415 4.5238
F -2.4595 4.6757 7.9422
F -0.9275 1.4969 7.4617
F -3.3869 -5.7971 -0.4870
F -2.2945 -5.7200 5.6448
F 7.8055 -0.8621 -6.7390
F 7.5959 1.7025 -7.4404
F -4.0656 -2.3692 -0.0834
F 5.7406 0.1444 -5.9095
F -0.5412 2.1119 5.1299
F -1.6093 -0.2292 2.8075
O 3.2320 3.2115 -4.6282
O -2.3490 2.4037 -0.8124
O -0.2840 4.2983 7.6824
O -1.5001 3.4021 -3.2922
O 8.8069 1.2729 -5.0809
O -2.5988 -2.0828 5.6739
O -0.4114 1.9507 1.3013
O -6.4578 -4.7752 -1.4292
O 0.4929 2.4331 -1.5633
O -1.1955 0.6810 -2.6845
C 8.5618 -1.1180 -5.6416
C 0.9491 4.3121 -4.5886
C -1.2720 2.8870 -4.6504
C -3.0226 -3.4443 5.6312
C -1.7543 -1.4655 3.3823
C -1.8574 -4.4358 5.7450
C -6.2408 -6.1869 -1.3444
C -5.7808 -3.9924 -0.4474
C -3.7873 -6.9378 -1.0911
C -2.0877 -2.4637 2.2804
C -4.9704 -6.7188 -2.0260
C -2.8245 -1.3323 4.4769
C -1.5851 3.7988 7.3780
C 0.5698 4.5134 6.5547
C 8.4274 -0.0109 -4.5880
C 1.3354 3.2841 6.0408
C 6.8707 2.1951 -6.4026
C 2.5400 4.4998 -4.9486
C 7.7548 2.2403 -5.1464
C 0.3579 2.8000 -4.8876
C -4.7266 -3.0569 -1.0533
C -1.8301 2.3916 7.9379
C 0.6938 2.5835 4.8495
C 5.5561 1.4437 -6.2323
H 0.3192 5.0437 -5.2910
H 8.2779 3.2050 -5.1704
H -1.8554 1.9081 -4.9169
H 9.6005 -1.2266 -5.9669
H 0.5655 2.5872 -6.0372
H 0.8655 2.0266 -4.1697
H 2.5955 4.7171 -6.1121
H 0.0588 5.0572 5.7509
H -4.0192 -7.6776 -0.3205
H 7.1684 2.2723 -4.2201
H -5.1870 -2.3350 -1.7342
H -6.3555 -6.5589 -0.3190
H 4.9277 1.9072 -5.4673
H 0.7833 4.6854 -3.4894
H -2.8010 -0.2858 4.8074
H -0.2549 1.3655 2.1242
H 3.0257 5.3872 -4.3510
H 0.6250 3.2489 3.9849
H -1.7646 2.3865 9.0298
H 3.4051 3.2422 -3.6330
H 1.3268 5.2187 6.9215
H 1.0677 1.6159 -1.7452
H -3.8415 -1.4722 4.0904
H -1.6591 3.7356 -5.3944
H -7.0893 -6.6222 -1.8879
H -2.9975 -2.1788 1.7457
H -1.3374 -4.3227 6.7007
```

Its HOMO-LUMO gap is 8.879 eV.